Density functional theory data (ωB97M-V/def2-TZVPD) for a cluster of 2 separate species, C8H18ClN2OP in total at a distorted geometry.

The LUMO energy is 0.04 eV. As for the HOMO-LUMO gap: 8.64 eV. Its charge is 0. The value obtained for the energy relative to the best compared isomer or geometry (same formula, charge and spin) is 39.74 kcal/mol.

XYZ file:
```
31
C8H18ClN2OP, DFT ωB97M-V/def2-TZVPD
C -1.910 0.064 1.703
C 3.159 -0.645 1.414
C -2.940 0.294 -1.161
C -2.013 2.654 -0.826
C 0.814 -2.399 0.580
C 2.127 -1.622 -1.448
C -2.661 1.457 -0.122
C 1.444 -1.274 -0.175
N -1.822 1.161 1.077
N 2.269 -0.286 0.579
O 2.598 2.200 -0.924
P 1.729 1.669 0.126
Cl 2.576 2.420 1.949
H -2.544 -0.813 1.571
H -1.294 -0.046 2.662
H 3.663 0.177 1.993
H 3.185 -1.670 1.565
H -2.211 -0.613 -1.034
H -3.938 -0.203 -1.212
H -2.762 0.814 -2.107
H -0.945 2.578 -0.960
H -2.062 3.561 -0.081
H -2.584 2.793 -1.737
H 0.495 -3.130 -0.223
H 1.544 -3.078 1.177
H -0.037 -2.041 1.150
H 3.080 -2.162 -1.186
H 2.477 -0.777 -2.007
H 1.622 -2.230 -2.124
H -3.642 1.813 0.288
H 0.581 -0.668 -0.507
```